Entry 1:
This record from the Open Molecules 2025 dataset describes a cluster of 12 separate species, C26H66B5F20N7O6 in total. The level of theory is ωB97M-V/def2-TZVPD.

Geometry as XYZ:
```
130
Properties=species:S:1:pos:R:3:forces:R:3:mulliken_charge:R:1
C 2.843 0.615 4.569 -2.12 0.69 -0.98 -0.89
C 2.364 1.142 3.205 2.53 -3.77 -0.96 0.48
O 2.171 0.374 2.253 -0.04 3.82 2.75 -0.34
N 2.305 2.660 3.119 -1.65 -0.55 -0.48 -0.03
H 1.882 3.077 3.936 -0.62 -0.40 0.75 0.44
H 3.223 3.080 3.154 0.81 -0.19 -0.47 0.44
C 1.531 3.110 1.893 1.26 0.81 0.32 -0.73
H 1.826 0.663 4.957 -0.61 -0.52 0.90 0.18
H 3.360 1.239 5.298 0.55 0.06 -0.64 0.40
H 3.073 -0.450 4.523 0.34 0.40 -0.07 0.24
H 0.592 2.560 1.834 0.32 -0.01 -0.22 0.16
H 2.308 3.000 1.136 -0.94 -0.14 -0.83 0.43
H 1.358 4.176 2.040 -0.19 -0.07 -0.21 0.27
C -1.645 -0.026 0.880 0.47 -1.28 -0.45 0.28
C -1.401 0.043 -0.609 -1.72 -1.97 -1.98 -0.18
O -1.556 -0.848 -1.456 0.96 2.71 2.74 -0.55
N -1.036 1.396 -1.088 2.28 -0.22 -0.75 1.01
H -1.711 1.789 -1.729 -0.82 -0.07 -0.85 0.59
H -1.060 2.013 -0.289 0.23 0.75 0.30 -0.45
C 0.382 1.466 -1.809 -1.52 0.58 0.50 -0.77
H -2.508 0.481 1.311 -0.21 0.08 -0.81 0.04
H -0.824 0.383 1.467 0.32 -0.11 -0.21 0.08
H -1.750 -1.100 1.039 -0.06 0.05 0.53 0.26
H 1.136 1.403 -1.024 -0.02 -0.29 -0.37 0.29
H 0.457 2.439 -2.295 -0.13 0.09 0.44 0.34
H 0.403 0.749 -2.629 -0.09 -0.32 0.58 0.11
C 2.899 3.283 -5.542 -1.24 -0.38 -0.51 -1.24
C 1.433 2.830 -5.582 0.41 -2.92 2.50 0.32
O 0.924 1.897 -4.958 1.35 3.15 -2.16 -0.23
N 0.539 3.586 -6.535 0.05 -0.15 0.25 -0.10
H 1.074 4.141 -7.187 0.52 0.50 0.05 0.44
H 0.106 2.898 -7.134 -0.72 -0.51 0.04 0.38
C -0.503 4.475 -5.831 1.24 -0.22 -0.86 -0.64
H 3.242 3.323 -6.576 0.09 0.23 -0.14 0.49
H 3.540 2.571 -5.022 -0.43 0.14 0.26 0.30
H 2.950 4.273 -5.088 0.11 0.05 0.17 0.36
H -0.891 5.053 -6.670 -0.69 -0.10 0.43 0.37
H 0.122 5.134 -5.228 -0.47 -0.08 0.46 0.35
H -1.175 3.793 -5.309 -0.15 0.45 0.01 0.19
C 0.838 -1.930 -8.049 0.75 1.01 0.16 -1.19
C 1.101 -1.045 -6.852 2.49 1.56 0.09 0.61
O 2.025 -0.232 -6.759 -3.42 -2.48 0.19 -0.46
N 0.269 -1.398 -5.598 2.48 -1.31 -0.01 0.18
H -0.314 -0.643 -5.265 -0.73 1.64 0.48 0.37
H -0.397 -2.134 -5.787 -0.15 -0.43 -0.42 0.50
C 1.216 -1.890 -4.448 -0.63 0.53 -1.11 -0.88
H -0.199 -1.950 -8.386 0.04 -0.34 0.29 0.40
H 1.293 -2.891 -7.808 -0.56 -0.41 0.09 0.36
H 1.477 -1.553 -8.847 -0.21 0.16 -0.04 0.37
H 0.579 -2.457 -3.770 0.21 0.39 0.22 0.51
H 1.705 -0.996 -4.062 -0.33 -0.18 0.27 0.28
H 1.994 -2.533 -4.862 -0.25 -0.03 -0.20 0.42
C -3.187 5.168 4.534 0.43 -1.15 -0.16 -0.83
C -3.694 3.835 5.203 -1.12 1.82 2.93 0.60
O -4.199 3.816 6.320 1.37 -0.63 -3.40 -0.46
N -3.535 2.481 4.456 -1.05 2.47 0.17 0.51
H -2.634 2.471 4.002 0.40 -0.15 -0.72 -0.27
H -3.517 1.727 5.128 0.09 -0.37 0.80 0.33
C -4.658 2.273 3.451 0.94 -0.83 0.36 -0.64
H -2.957 5.983 5.220 -0.18 -0.70 0.77 0.40
H -3.846 5.664 3.822 -0.37 -0.79 -0.21 0.27
H -2.264 4.944 3.998 -0.08 -0.01 -0.23 0.16
H -4.420 2.847 2.556 -0.37 -0.06 0.16 0.31
H -5.628 2.469 3.909 0.26 0.37 0.01 0.40
H -4.575 1.198 3.291 -0.22 0.11 -0.62 0.07
C -6.943 -1.375 2.141 -0.08 0.09 0.66 -1.22
C -5.481 -1.627 2.319 2.35 3.18 -3.43 0.36
O -4.661 -0.865 1.718 -2.86 -4.05 3.58 -0.32
N -5.082 -2.872 3.090 -0.02 2.39 1.28 0.36
H -5.866 -3.502 3.177 -0.44 -0.10 0.29 0.45
H -4.413 -3.349 2.503 1.39 -0.35 -0.34 0.13
C -4.474 -2.439 4.479 0.58 -0.46 -0.63 -0.72
H -7.063 -0.309 1.950 -0.05 -0.17 -0.11 0.35
H -7.549 -1.656 3.003 0.04 -0.10 0.05 0.42
H -7.310 -1.932 1.279 0.09 -0.09 -0.10 0.34
H -3.579 -1.852 4.276 -0.17 0.06 -0.32 0.24
H -4.123 -3.304 5.042 -0.35 -0.25 -0.44 0.35
H -5.163 -1.863 5.097 -0.36 -0.13 -0.52 0.37
C 0.809 -3.233 -0.497 -0.52 0.27 -1.05 -1.08
C 1.918 -3.165 0.519 0.75 -1.19 0.05 0.37
C 3.079 -4.183 0.084 0.05 1.24 1.58 -1.17
N 4.350 -4.120 0.996 -1.33 0.91 2.09 0.41
C 3.963 -4.436 2.443 -0.43 -0.92 -0.31 -1.02
C 4.981 -2.684 1.025 1.13 -1.37 -0.44 -0.28
C 6.465 -3.010 0.947 1.79 1.78 -0.74 -0.72
C 6.744 -4.481 0.938 -0.03 0.18 -0.09 -0.52
C 5.481 -5.086 0.531 -2.82 0.23 -1.06 -0.58
H 0.815 -4.156 -1.078 -0.17 -0.22 0.21 0.55
H 0.904 -2.432 -1.230 0.08 0.12 -0.11 -0.01
H -0.178 -3.106 -0.052 0.07 -0.21 0.05 0.10
H 1.460 -3.452 1.465 0.45 -0.27 0.16 0.32
H 2.208 -2.120 0.627 0.60 -0.15 0.02 0.21
H 3.431 -3.992 -0.930 -0.02 0.13 0.03 0.36
H 2.737 -5.215 0.157 -0.14 0.09 -0.03 0.40
H 3.459 -5.401 2.477 0.20 -0.21 -0.30 0.38
H 3.218 -3.771 2.880 0.43 0.51 -0.40 0.27
H 4.849 -4.523 3.072 0.04 0.32 -0.20 0.41
H 4.933 -2.114 1.952 -1.42 -0.43 -0.01 0.03
H 4.623 -2.125 0.160 -0.07 -0.10 0.24 0.40
H 7.067 -2.583 1.749 -0.44 0.27 0.22 0.37
H 6.917 -2.542 0.073 -0.20 -0.02 -0.24 0.35
H 6.991 -4.758 1.962 0.67 -0.61 -0.46 0.35
H 7.412 -4.704 0.106 0.82 -0.32 0.89 0.30
H 5.335 -6.125 0.828 -0.47 0.23 0.31 0.39
H 5.255 -5.014 -0.533 0.82 -0.35 -0.29 0.41
B -2.853 -4.690 1.809 -0.10 -0.94 -0.28 0.30
F -1.714 -5.274 1.277 -0.03 0.27 -0.29 -0.37
F -2.930 -3.308 1.587 0.47 1.30 -0.60 -0.32
F -4.058 -5.202 1.320 -0.39 -0.33 -0.63 -0.36
F -2.907 -4.847 3.168 0.24 -0.19 1.78 -0.36
B -1.451 0.180 5.032 0.53 -2.43 0.53 0.40
F -2.270 0.572 6.046 -1.51 1.08 1.05 -0.44
F -1.068 -1.145 5.336 0.54 0.35 -0.34 -0.41
F -2.115 0.163 3.826 -0.96 0.29 -1.27 -0.04
F -0.399 1.063 4.932 1.49 0.92 -0.25 -0.30
B -2.588 1.224 -4.601 -1.63 -1.03 0.56 0.12
F -2.905 1.884 -5.736 0.01 0.76 -1.47 -0.34
F -1.387 0.465 -4.872 0.37 -0.49 0.17 -0.53
F -2.349 2.126 -3.591 1.00 0.77 1.12 -0.37
F -3.631 0.387 -4.189 0.71 -0.17 -0.28 -0.40
B -2.536 3.551 0.894 0.27 2.00 -0.06 -0.22
F -1.881 2.752 1.783 1.09 -1.65 2.82 -0.10
F -1.545 3.921 0.019 1.43 1.13 -1.35 -0.27
F -3.388 2.786 0.204 -2.29 -1.16 -0.88 -0.25
F -3.086 4.657 1.569 -0.22 -0.48 -0.22 -0.32
B 2.987 4.477 -1.755 1.83 -0.04 -0.69 0.35
F 4.253 4.416 -2.279 2.38 0.29 -0.34 -0.39
F 2.756 3.178 -1.367 -1.31 -1.91 1.39 -0.27
F 2.867 5.399 -0.783 -0.27 0.77 1.97 -0.36
F 2.220 4.824 -2.800 -2.84 0.45 -2.41 -0.30
```
Forces are in eV/Å.

Results
E_HOMO   -14.24 eV
Kohn-Sham gap   9.42 eV
Calculated total energy   -3987.02713 Ha
2S+1   1
Net charge   +2

---

Entry 2:
This record from the Open Molecules 2025 dataset describes the molecule C3H11NOSi. The level of theory is ωB97M-V/def2-TZVPD.

Geometry as XYZ:
```
17
Properties=species:S:1:pos:R:3:forces:R:3:nbo_charge:R:1
C -2.649 0.232 0.108 -1.31 1.36 -0.39 -0.25
C 1.158 -0.463 1.746 -4.59 -0.68 1.63 -1.11
C 1.495 -0.142 -1.855 -1.26 0.39 -1.54 -0.40
N 0.173 -0.226 -1.226 1.44 2.97 1.82 -1.06
O -1.586 -0.094 0.920 -0.29 -1.63 1.97 -0.90
Si -0.075 0.215 0.474 1.03 -0.57 -1.25 1.81
H -2.309 1.271 -0.274 -1.52 -1.64 -0.66 0.18
H -3.663 0.325 0.628 1.57 0.18 0.01 0.18
H -2.839 -0.643 -0.547 0.28 1.08 -0.67 0.18
H 1.111 0.371 2.440 0.29 -0.14 0.64 0.24
H 0.965 -1.468 2.273 0.16 1.69 -0.99 0.25
H 2.041 -0.440 1.287 3.95 -0.13 -1.65 0.22
H 1.557 -1.007 -2.540 0.41 0.65 0.11 0.19
H 1.766 0.813 -2.379 -0.81 -0.71 0.14 0.18
H 2.215 -0.227 -1.125 2.10 -0.52 1.58 0.17
H -0.233 -1.012 -1.546 -2.00 -3.01 -1.05 0.37
H -0.059 1.664 0.370 0.56 0.72 0.29 -0.27
```
Forces are in eV/Å.

Results
E_HOMO   -8.90 eV
Kohn-Sham gap   9.85 eV
Calculated total energy   -540.39134 Ha
Structure (SMILES)   CN[Si@H](C)OC
2S+1   1
Net charge   0